Record 1
The following is a DFT calculation (ωB97M-V/def2-TZVPD) of a structure of composition C31H36Cl2N3O5OsP2S.

**Spin multiplicity**: 5
**Charge**: +3
**Expectation value of S²**: 6.017
**Highest occupied orbital energy (spin up / spin down)**: -14.255 / -14.252 eV
**Orbital gap (spin up / spin down)**: 5.4 / 2.9 eV
**Energy**: -3834.1926 a.u.
**Energy relative to the best compared isomer or geometry (same formula, charge and spin)**: 127.8 kJ/mol

The geometry in XYZ format:
```
81
C31H36Cl2N3O5OsP2S ωB97M-V/def2-TZVPD
Os 0.442 0.620 -0.698
C -1.976 2.095 7.402
S -2.192 3.138 5.989
C -1.238 2.340 4.707
C -2.068 1.200 4.082
C -1.524 0.679 2.742
N -0.035 0.584 2.632
P 0.453 -1.007 2.891
C -0.135 -1.486 4.512
C 0.376 -0.920 5.686
C -0.071 -1.381 6.912
C -1.032 -2.388 6.973
C -1.544 -2.943 5.810
C -1.092 -2.500 4.574
C 2.153 -1.396 2.562
C 2.405 -2.132 1.402
C 3.692 -2.579 1.147
C 4.711 -2.303 2.045
C 4.455 -1.578 3.207
C 3.177 -1.128 3.476
P 0.736 1.543 1.346
C 2.415 1.677 1.971
C 3.473 1.272 1.163
C 4.780 1.436 1.604
C 5.027 2.008 2.843
C 3.970 2.419 3.652
C 2.668 2.256 3.216
C 0.094 3.257 1.446
C 1.054 4.236 1.149
C 0.705 5.574 1.049
C -0.610 5.972 1.238
C -1.577 5.014 1.502
C -1.234 3.672 1.594
H -2.623 2.465 8.194
H -0.927 2.141 7.708
H -2.225 1.064 7.135
H -0.309 1.964 5.141
H -1.020 3.131 3.988
H -3.092 1.534 3.890
H -2.126 0.381 4.799
H -1.879 1.283 1.911
H -1.976 -0.303 2.588
H 1.138 -0.150 5.644
H 0.349 -0.980 7.826
H -1.367 -2.752 7.935
H -2.282 -3.732 5.861
H -1.476 -2.946 3.664
H 1.598 -2.372 0.719
H 3.891 -3.161 0.257
H 5.712 -2.666 1.851
H 5.254 -1.377 3.907
H 2.989 -0.572 4.384
H 3.283 0.836 0.188
H 5.604 1.122 0.977
H 6.046 2.144 3.181
H 4.171 2.878 4.611
H 1.846 2.606 3.831
H 2.089 3.962 1.008
H 1.470 6.309 0.838
H -0.881 7.016 1.168
H -2.612 5.305 1.620
H -2.044 2.974 1.748
Cl -1.722 1.539 -3.841
C -1.409 -0.169 -3.646
Cl 0.252 -0.463 -2.981
H -1.417 -0.673 -4.605
H -2.112 -0.592 -2.940
N 3.055 3.536 -4.256
C 1.807 3.636 -3.431
C 1.842 2.454 -2.460
O 2.807 1.697 -2.502
O 0.827 2.365 -1.694
H 3.668 4.346 -4.160
H 2.867 3.401 -5.249
H 3.534 2.688 -3.874
H 0.932 3.565 -4.073
H 1.781 4.585 -2.902
O -1.877 -0.240 -0.539
N -1.392 -1.219 0.069
O -2.012 -2.106 0.572
O -0.085 -1.191 0.178
```

---

Record 2
The following is a DFT calculation (ωB97M-V/def2-TZVPD) of a structure of composition C31H36ClIMnN2O3Si2Te.

**Spin multiplicity**: 6
**Charge**: 0
**Expectation value of S²**: 8.756
**Highest occupied orbital energy (spin up / spin down)**: -7.391 / -7.610 eV
**Orbital gap (spin up / spin down)**: 6.8 / 7.0 eV
**Energy**: -4294.2059 a.u.
**Energy relative to the best compared isomer or geometry (same formula, charge and spin)**: 15.3 kJ/mol

The geometry in XYZ format:
```
78
C31H36ClIMnN2O3Si2Te ωB97M-V/def2-TZVPD
Mn 0.131 0.755 0.213
Cl -0.770 -5.693 3.395
C -0.908 -4.120 2.647
C -1.956 -3.262 3.026
C -2.091 -2.032 2.451
C -1.193 -1.564 1.445
O -1.364 -0.403 0.923
C -0.133 -2.452 1.084
C 0.853 -2.153 0.088
N 0.905 -1.073 -0.609
C 1.834 -0.900 -1.664
C 2.573 -1.891 -2.236
C 3.492 -1.615 -3.278
C 3.647 -0.351 -3.747
C 2.859 0.700 -3.211
C 2.959 2.035 -3.673
C 2.164 2.995 -3.139
C 1.242 2.622 -2.135
N 1.125 1.410 -1.675
C 1.939 0.429 -2.186
C -0.016 -3.717 1.704
H -2.653 -3.590 3.787
H -2.889 -1.365 2.750
H 1.611 -2.929 -0.060
H 2.461 -2.913 -1.900
H 4.073 -2.427 -3.695
H 4.360 -0.131 -4.532
H 3.672 2.272 -4.454
H 2.214 4.025 -3.464
H 0.583 3.369 -1.703
H 0.793 -4.378 1.414
C -1.094 6.174 2.027
Si -0.833 4.707 3.138
C -1.567 5.086 4.804
C 0.965 4.311 3.284
C -1.752 3.207 2.465
Te -1.685 2.940 0.354
C -3.526 1.887 0.143
Si -4.729 2.737 -1.009
C -5.156 4.413 -0.329
C -6.276 1.717 -1.145
C -3.934 2.890 -2.685
H -0.620 7.059 2.460
H -2.160 6.386 1.906
H -0.672 6.019 1.031
H -1.039 5.917 5.280
H -1.508 4.226 5.475
H -2.619 5.369 4.707
H 1.493 5.085 3.845
H 1.440 4.219 2.303
H 1.101 3.361 3.803
H -2.816 3.293 2.699
H -1.358 2.282 2.892
H -3.907 1.807 1.163
H -3.261 0.880 -0.183
H -5.711 4.316 0.607
H -5.779 4.972 -1.031
H -4.258 5.005 -0.133
H -6.768 1.611 -0.176
H -6.072 0.717 -1.534
H -6.982 2.202 -1.825
H -2.947 3.356 -2.619
H -4.540 3.501 -3.357
H -3.812 1.905 -3.142
I 6.363 1.554 6.628
C 4.958 1.399 5.099
C 5.172 2.075 3.906
C 4.224 1.978 2.897
C 3.070 1.229 3.083
C 2.874 0.554 4.280
C 3.819 0.630 5.294
C 2.025 1.177 2.003
O 2.326 1.561 0.851
O 0.874 0.751 2.302
H 6.067 2.665 3.764
H 4.365 2.487 1.953
H 1.968 -0.024 4.410
H 3.670 0.099 6.224
```

---

Record 3
The following is a DFT calculation (ωB97M-V/def2-TZVPD) of a structure of composition C31H36N3Sn.

**Charge**: +1
**Highest occupied orbital energy (spin up / spin down)**: -9.298 / -9.146 eV
**Orbital gap (spin up / spin down)**: 3.9 / 4.0 eV
**Energy**: -1580.8754 a.u.
**Energy relative to the best compared isomer or geometry (same formula, charge and spin)**: 543.6 kJ/mol

The geometry in XYZ format:
```
71
C31H36N3Sn ωB97M-V/def2-TZVPD
C 1.693 -2.417 -0.624
C 2.016 -1.471 -1.636
C 1.036 -1.575 -2.667
C 0.092 -2.561 -2.268
C 0.501 -3.083 -1.012
Sn 0.178 0.873 -0.802
C -3.968 1.423 -2.310
C -3.533 1.129 -0.977
H -3.682 1.949 -0.235
C -2.680 0.107 -0.613
H -2.372 -0.675 -1.310
H -2.401 0.038 0.438
C -4.127 2.899 -2.623
H -3.522 3.396 -1.849
H -3.626 3.032 -3.581
H -5.140 3.335 -2.628
C -3.465 0.568 -3.474
H -2.404 0.373 -3.208
H -3.965 -0.383 -3.704
H -3.467 1.222 -4.355
C 3.239 -0.644 -1.656
H 3.322 -0.010 -0.762
H 4.138 -1.287 -1.685
H 3.277 0.003 -2.538
C 1.101 -0.897 -3.981
H 1.388 0.159 -3.888
H 1.850 -1.386 -4.633
H 0.136 -0.948 -4.503
C -1.081 -3.031 -3.033
H -1.095 -2.604 -4.041
H -1.069 -4.127 -3.129
H -2.023 -2.760 -2.531
C -0.190 -4.175 -0.294
H -1.238 -3.911 -0.086
H -0.203 -5.097 -0.897
H 0.305 -4.407 0.655
C 2.527 -2.692 0.563
H 1.995 -3.315 1.290
H 3.448 -3.228 0.280
H 2.831 -1.760 1.059
C 1.592 2.553 -1.682
C 0.616 3.402 -2.625
C 2.930 2.738 -1.986
C 0.855 2.860 -3.889
H -0.218 4.086 -2.564
C 3.265 2.737 -3.390
H 3.674 2.815 -1.184
C 2.199 2.578 -4.296
H 0.008 2.694 -4.572
H 4.323 2.847 -3.811
H 2.377 2.341 -5.360
N -0.132 1.753 10.503
C -0.092 1.472 9.369
C -0.050 1.104 7.971
C -0.593 1.962 7.006
C -0.560 1.607 5.656
C -0.028 0.365 5.293
C 0.521 -0.499 6.248
C 0.528 -0.113 7.589
N -0.082 -0.038 3.940
C 0.020 -1.356 3.472
C -0.095 -1.285 2.104
N -0.198 0.055 1.689
C -0.245 0.757 2.842
H -1.039 2.908 7.310
H -0.972 2.265 4.894
H 0.958 -1.447 5.943
H 0.981 -0.763 8.337
H 0.132 -2.199 4.118
H -0.123 -2.087 1.398
H -0.373 1.829 2.920
```

---

Record 4
The following is a DFT calculation (ωB97M-V/def2-TZVPD) of a structure of composition C31H37AsBiN8O5S3.

**Charge**: -1
**Highest occupied orbital energy**: -3.847 eV
**Orbital gap**: 5.5 eV
**Energy**: -5662.6664 a.u.

The geometry in XYZ format:
```
86
C31H37AsBiN8O5S3 ωB97M-V/def2-TZVPD
Bi -0.777 1.425 -0.055
N 0.391 3.149 -4.342
C -0.340 2.390 -3.447
S -0.605 3.271 -1.922
N -0.648 1.205 -3.836
N -1.388 0.325 -3.077
C -1.315 -0.866 -3.558
C -1.930 -2.084 -3.077
C -1.684 -3.228 -3.851
C -2.195 -4.468 -3.538
C -3.006 -4.593 -2.406
C -3.248 -3.507 -1.604
C -2.712 -2.208 -1.875
O -2.931 -1.250 -1.068
H 0.349 4.141 -4.180
H 0.320 2.854 -5.304
H -0.705 -1.000 -4.460
H -1.061 -3.125 -4.735
H -1.981 -5.328 -4.161
H -3.440 -5.557 -2.163
H -3.859 -3.604 -0.714
C 3.794 1.888 -0.811
C 4.126 3.008 -0.060
C 3.137 3.674 0.638
C 1.817 3.219 0.582
N 1.533 2.129 -0.142
C 2.475 1.482 -0.814
C 0.696 3.862 1.292
C 0.877 5.037 2.026
C -0.167 5.585 2.746
C -1.410 4.969 2.749
C -1.606 3.827 1.988
C -0.577 3.268 1.244
H 4.540 1.354 -1.382
H 5.151 3.354 -0.023
H 3.395 4.536 1.233
H 2.151 0.609 -1.370
H 1.837 5.534 2.049
H -0.007 6.487 3.323
H -2.220 5.384 3.336
H -2.581 3.349 1.981
C 4.263 -1.470 2.379
C 2.916 -1.705 3.040
S 2.804 -3.373 3.699
O 1.514 -3.565 4.320
O 3.974 -3.617 4.509
C 2.901 -4.546 2.313
C 1.581 -4.726 1.567
N 1.302 -3.637 0.641
C 0.394 -2.634 0.783
N 0.457 -1.781 -0.231
C 1.409 -2.227 -1.060
C 1.960 -3.386 -0.558
N 2.954 -4.178 -1.148
O 3.335 -5.199 -0.580
O 3.402 -3.797 -2.220
C -0.554 -2.515 1.914
H 4.403 -0.403 2.208
H 4.335 -1.980 1.418
H 5.059 -1.828 3.031
H 2.075 -1.541 2.369
H 2.783 -1.071 3.919
H 3.193 -5.479 2.795
H 3.706 -4.224 1.658
H 0.770 -4.777 2.291
H 1.622 -5.652 0.998
H 1.660 -1.736 -1.985
H -1.396 -3.196 1.770
H -0.934 -1.498 1.926
H -0.081 -2.740 2.867
C -5.179 1.849 0.453
As -3.559 2.356 -0.544
C -3.979 4.296 -0.673
C -4.213 1.912 -2.328
H -6.078 2.270 0.002
H -5.097 2.195 1.484
H -5.224 0.763 0.451
H -4.935 4.472 -1.166
H -3.187 4.780 -1.244
H -4.004 4.744 0.321
H -5.207 2.329 -2.497
H -4.239 0.829 -2.421
H -3.520 2.310 -3.068
S 1.195 1.401 4.469
C 0.757 0.932 2.996
N 0.469 0.551 1.920
```

---

The highest charge belongs to which entry?
C31H36Cl2N3O5OsP2S